No. 1
Entry from the OMol25 dataset: C64H84NO4P2Rb as an isolated structure at a distorted geometry (wB97M-V/def2-TZVPD).

```
! RIJCOSX wB97M-V def2-TZVPD def2/J DEFGRID3
* xyz -2 1
Rb -1.745 1.402 0.485
C 0.790 2.688 3.226
O 0.607 1.760 2.176
C 1.747 1.010 1.925
C 1.933 -0.190 2.607
C 0.883 -0.827 3.504
C 0.341 -2.073 2.842
C 0.873 -3.330 3.092
C 0.482 -4.466 2.383
C -0.484 -4.277 1.389
C -1.048 -3.046 1.106
C -2.018 -2.856 -0.040
C -1.290 -2.434 -1.307
C -0.364 -3.305 -1.859
C 0.435 -2.959 -2.945
C 0.302 -1.679 -3.454
C -0.599 -0.751 -2.929
C -0.522 0.688 -3.427
C 0.818 1.290 -3.054
C 1.933 1.102 -3.858
C 3.218 1.488 -3.477
C 3.341 2.027 -2.191
C 2.262 2.238 -1.355
C 2.445 2.672 0.084
C 2.679 1.465 0.984
C 3.835 0.717 0.807
C 4.081 -0.466 1.498
C 3.112 -0.899 2.386
C 5.340 -1.277 1.191
C 5.482 -2.493 2.107
C 5.261 -1.774 -0.259
C 6.587 -0.400 1.358
C 0.928 1.973 -1.806
O -0.091 2.302 -1.118
C 4.451 1.307 -4.359
C 4.104 0.702 -5.719
C 5.460 0.373 -3.674
C 5.128 2.664 -4.602
C -1.432 -1.171 -1.896
O -2.417 -0.314 -1.424
C -3.690 -0.556 -2.000
C 1.473 -3.954 -3.463
C 0.781 -5.252 -3.898
C 2.261 -3.402 -4.650
C 2.467 -4.266 -2.335
C -0.672 -1.893 1.861
O -1.215 -0.756 1.662
C 1.056 -5.859 2.636
C -0.060 -6.820 3.068
C 1.702 -6.398 1.351
C 2.126 -5.852 3.728
H 1.129 2.183 4.137
H -0.175 3.159 3.412
H 1.515 3.460 2.947
H 0.074 -0.120 3.682
H 1.344 -1.090 4.461
H 1.636 -3.406 3.861
H -0.815 -5.131 0.800
H -2.753 -2.098 0.229
H -2.544 -3.799 -0.225
H -0.235 -4.269 -1.377
H 0.948 -1.344 -4.253
H -1.327 1.280 -2.992
H -0.634 0.693 -4.516
H 1.780 0.634 -4.825
H 4.330 2.298 -1.822
H 1.555 3.209 0.409
H 3.309 3.340 0.159
H 4.542 1.056 0.059
H 3.224 -1.843 2.904
H 4.657 -3.195 1.974
H 5.514 -2.203 3.159
H 6.411 -3.020 1.870
H 4.387 -2.413 -0.396
H 6.157 -2.349 -0.518
H 5.172 -0.943 -0.960
H 6.655 -0.014 2.377
H 6.572 0.452 0.678
H 7.489 -0.984 1.147
H 3.668 -0.294 -5.616
H 5.011 0.611 -6.324
H 3.392 1.325 -6.265
H 5.002 -0.595 -3.459
H 5.803 0.794 -2.727
H 6.338 0.212 -4.310
H 4.441 3.349 -5.102
H 6.023 2.548 -5.224
H 5.427 3.125 -3.659
H -3.945 -1.618 -1.937
H -3.704 -0.237 -3.048
H -4.408 0.030 -1.428
H 0.067 -5.058 -4.701
H 0.237 -5.707 -3.069
H 1.520 -5.975 -4.258
H 1.607 -3.150 -5.488
H 2.978 -4.153 -4.993
H 2.820 -2.505 -4.377
H 1.967 -4.701 -1.468
H 2.966 -3.354 -2.002
H 3.229 -4.972 -2.681
H -0.833 -6.893 2.301
H -0.537 -6.464 3.983
H 0.338 -7.825 3.249
H 0.974 -6.472 0.541
H 2.127 -7.394 1.516
H 2.500 -5.731 1.016
H 1.725 -5.500 4.680
H 2.967 -5.209 3.458
H 2.509 -6.866 3.875
N -2.436 4.592 1.763
C -3.275 5.694 1.912
C -3.413 6.266 3.178
C -4.164 7.415 3.373
C -4.766 8.041 2.294
C -4.609 7.487 1.028
C -3.894 6.319 0.802
C -3.735 5.781 -0.585
C -3.092 6.598 -1.520
C -2.818 6.127 -2.796
C -3.164 4.820 -3.116
C -3.825 4.040 -2.174
C -4.180 4.484 -0.897
H -2.336 4.012 2.582
H -2.593 4.047 0.923
H -2.921 5.793 4.021
H -4.268 7.824 4.372
H -5.350 8.943 2.432
H -5.078 7.962 0.173
H -2.773 7.597 -1.233
H -2.302 6.754 -3.514
H -2.898 4.410 -4.086
H -4.073 3.011 -2.455
C -2.857 -0.074 4.569
P -3.585 0.099 2.880
C -4.129 -1.656 2.700
C -5.231 0.826 3.311
C -6.031 0.995 2.014
P -5.195 2.372 0.876
C -6.020 3.714 1.863
C -6.515 2.084 -0.402
H -2.023 -0.778 4.525
H -3.598 -0.442 5.287
H -2.470 0.886 4.919
H -4.736 -1.957 3.561
H -3.256 -2.306 2.629
H -4.721 -1.788 1.793
H -5.046 1.808 3.766
H -5.741 0.218 4.071
H -7.089 1.205 2.222
H -6.014 0.056 1.445
H -7.014 3.372 2.160
H -6.115 4.627 1.280
H -5.455 3.956 2.766
H -7.493 2.265 0.057
H -6.494 1.039 -0.723
H -6.409 2.731 -1.270
*
```

The calculation puts the max |F| at 1.508 eV Å⁻¹. The calculation puts the HOMO-LUMO gap at 5.05 eV. The calculation puts the calculated total energy at -3551.7282 Eh. The value obtained for the HOMO energy is -1.45 eV.

---

No. 2
Entry from the OMol25 dataset: a 2-piece molecular cluster, C4H6O2 overall at a distorted geometry (wB97M-V/def2-TZVPD).

```
! RIJCOSX wB97M-V def2-TZVPD def2/J DEFGRID3
* xyz 0 1
C -0.948 1.108 -0.316
C -1.052 -0.338 0.277
O -1.357 -0.633 1.385
O -0.586 -1.093 -0.755
H -0.894 1.826 0.569
H 0.013 1.249 -0.921
H -1.919 1.159 -1.030
H -0.603 -1.937 -0.333
C 2.137 0.092 0.560
C 1.434 -0.608 -0.113
H 2.764 0.621 1.198
H 1.011 -1.447 -0.521
*
```

The calculation puts the max |F| at 4.920 eV Å⁻¹. The calculation puts the HOMO-LUMO gap at 10.98 eV. The calculation puts the calculated total energy at -306.3460 Eh. The value obtained for the HOMO energy is -10.25 eV. As for the structure (SMILES): CC(=O)O.C#C.